(1)
An isolated molecule of ClFHOPS. Source: the OMol25 dataset; level of theory: ωB97M-V/def2-TZVPD.

XYZ file:
```
6
Properties=species:S:1:pos:R:3:mulliken_spin:R:1
Cl 1.57 -1.29 -0.44 0.154
S 0.79 1.93 -0.40 1.334
P 0.32 0.05 0.19 0.567
F 0.17 -0.45 1.60 -0.041
O -1.22 -0.31 -0.09 -0.003
H -1.63 0.08 -0.86 -0.012
```

As for the LUMO energy (spin up / spin down): 0.56 / -3.21 eV. The value obtained for the HOMO-LUMO gap (spin up / spin down) is 5.48 / 7.18 eV. The energy above the lowest of the compared OMol25 structures with the same formula, charge and spin is 1.067 eV. Its spin multiplicity is 3. As for the expectation value of S²: 2.005.

***

(2)
An isolated molecule of ClFO3S. Source: the OMol25 dataset; level of theory: ωB97M-V/def2-TZVPD.

XYZ file:
```
6
Properties=species:S:1:pos:R:3:mulliken_charge:R:1
Cl -1.88 -0.21 0.44 0.587
S 1.17 0.12 -0.33 0.833
F 2.37 -1.03 -0.06 -0.264
O 1.28 1.08 0.70 -0.396
O -2.62 0.69 -0.52 -0.397
O -0.32 -0.65 -0.22 -0.363
```

As for the LUMO energy: -1.90 eV. The value obtained for the HOMO-LUMO gap is 8.67 eV. The energy above the lowest of the compared OMol25 structures with the same formula, charge and spin is 0.824 eV. Its spin multiplicity is 1.

***

energy above the lowest of the compared OMol25 structures with the same formula, charge and spin of number 1 (ClFHOPS)? 1.067 eV

***

Repeat the first record exactly.
An isolated molecule of ClFHOPS. Source: the OMol25 dataset; level of theory: ωB97M-V/def2-TZVPD.

XYZ file:
```
6
Properties=species:S:1:pos:R:3:mulliken_spin:R:1
Cl 1.57 -1.29 -0.44 0.154
S 0.79 1.93 -0.40 1.334
P 0.32 0.05 0.19 0.567
F 0.17 -0.45 1.60 -0.041
O -1.22 -0.31 -0.09 -0.003
H -1.63 0.08 -0.86 -0.012
```

As for the LUMO energy (spin up / spin down): 0.56 / -3.21 eV. The value obtained for the HOMO-LUMO gap (spin up / spin down) is 5.48 / 7.18 eV. The energy above the lowest of the compared OMol25 structures with the same formula, charge and spin is 1.067 eV. Its spin multiplicity is 3. As for the expectation value of S²: 2.005.